# 1
The following is a quantum chemistry calculation of an isolated ion of composition NO6S and charge -1 in a non-equilibrium geometry, from the Open Molecules 2025 dataset.

Computed properties:
- energy relative to the best compared isomer or geometry (same formula, charge and spin) (kJ/mol) = 0.00
- gap between HOMO and LUMO (eV) = 10.310
- electronic energy (Eh) = -904.35794
- molar mass (g/mol) = 142.07

```
! RIJCOSX wB97M-V def2-TZVPD def2/J DEFGRID3
* xyz -1 1
O -2.476 0.730 -0.173
N -1.506 0.020 -0.089
O -1.538 -1.149 0.178
O -0.365 0.630 -0.336
S 1.282 0.007 0.056
O 2.028 1.229 -0.031
O 1.497 -0.956 -0.986
O 1.078 -0.509 1.382
*
```

---

# 2
The following is a quantum chemistry calculation of C15H22AlBr2Cl2N2O8P2 as an isolated structure in a non-equilibrium geometry, from the Open Molecules 2025 dataset.

Computed properties:
- gap between HOMO and LUMO (eV) = 1.466
- electronic energy (Eh) = -8289.08244
- molar mass (g/mol) = 677.99

```
! RIJCOSX wB97M-V def2-TZVPD def2/J DEFGRID3
* xyz -1 1
C 1.289 -4.137 -1.801
C 1.077 -3.196 -2.852
C 1.063 -1.614 -2.600
O 0.034 -1.102 -3.468
C -0.824 -0.185 -2.770
C -2.035 -0.891 -1.938
N -2.043 -2.333 -2.318
C -3.369 -0.161 -2.413
O -4.534 -0.434 -1.622
O -5.216 -1.539 -2.090
P -1.590 -0.651 -0.112
N -2.723 0.003 0.804
C 2.513 -1.093 -2.935
Br 3.669 -2.223 -4.109
C 3.037 0.102 -2.438
C 2.172 1.010 -1.480
Br 4.886 0.650 -2.883
H 0.576 -4.208 -0.918
H 2.166 -4.870 -1.887
H 0.873 -3.526 -3.923
H 0.760 -1.419 -1.519
H -0.187 0.460 -2.094
H -1.273 0.505 -3.556
H -3.000 -2.701 -2.357
H -1.501 -2.859 -1.625
H -3.591 -0.566 -3.464
H -3.181 0.955 -2.566
H -5.181 -2.171 -1.334
H -0.434 0.195 -0.044
H -1.229 -1.959 0.402
H -2.907 -0.703 1.538
H 1.378 1.628 -2.020
H 1.657 0.375 -0.670
H 2.842 1.780 -0.971
Cl -0.828 1.955 1.119
C 0.418 2.492 2.189
C 1.566 1.741 2.429
Cl 1.841 0.215 1.667
C 2.533 2.215 3.308
C 2.358 3.438 3.945
C 1.215 4.190 3.702
C 0.246 3.717 2.826
H 3.427 1.633 3.501
H 3.114 3.804 4.632
H 1.077 5.145 4.197
H -0.644 4.306 2.643
O -0.920 -0.482 2.980
P -0.448 0.137 4.299
O 1.032 0.513 4.178
O -0.626 -0.862 5.446
O -1.282 1.390 4.584
Al 2.447 -6.638 -2.066
O -0.753 4.455 4.224
H -0.944 3.509 4.230
*
```

---

# 3
The following is a quantum chemistry calculation of a 3-piece molecular cluster, C3H11NO3 overall in a non-equilibrium geometry, from the Open Molecules 2025 dataset.

Computed properties:
- energy relative to the best compared isomer or geometry (same formula, charge and spin) (kJ/mol) = 138.42
- gap between HOMO and LUMO (eV) = 10.770
- electronic energy (Eh) = -401.36033
- molar mass (g/mol) = 109.12

```
! RIJCOSX wB97M-V def2-TZVPD def2/J DEFGRID3
* xyz 0 1
C -0.364 2.239 -0.602
N 0.331 0.943 -0.499
C 0.185 -0.226 -1.228
C -1.136 -0.579 -1.829
O 1.092 -1.066 -1.392
H 0.109 2.991 -1.224
H -0.526 2.525 0.425
H -1.390 2.077 -1.054
H 1.088 0.974 0.234
H -0.848 -1.165 -2.683
H -1.863 -1.142 -1.148
H -1.634 0.326 -2.262
O -0.164 -1.758 3.499
H 0.417 -1.640 2.776
H -0.244 -0.843 3.866
O 1.466 -0.907 1.346
H 1.291 -1.157 0.274
H 2.189 -1.593 1.501
*
```

---

# 4
The following is a quantum chemistry calculation of C26H42BrN3OP2Ti as an isolated structure in a non-equilibrium geometry, from the Open Molecules 2025 dataset.

Computed properties:
- energy relative to the best compared isomer or geometry (same formula, charge and spin) (kJ/mol) = 0.00
- gap between HOMO and LUMO (spin up / spin down) (eV) = 7.557 / 3.737
- electronic energy (Eh) = -5361.06179
- molar mass (g/mol) = 602.36

```
! RIJCOSX wB97M-V def2-TZVPD def2/J DEFGRID3
* xyz 2 3
C -0.606 7.237 -3.426
C -0.773 5.868 -3.696
C -1.093 5.482 -5.009
C -1.217 6.470 -5.991
N -1.045 7.765 -5.718
C -0.750 8.152 -4.475
C -0.622 4.878 -2.655
C -0.505 4.038 -1.773
C -0.509 3.058 -0.761
C 0.481 3.105 0.241
C 0.411 2.195 1.302
C -0.709 1.327 1.342
C -1.623 1.199 0.310
C -1.535 2.088 -0.748
Ti 0.196 0.088 2.574
P 2.047 -1.038 1.691
H -1.244 4.439 -5.278
H -0.367 7.602 -2.430
H -1.462 6.203 -7.029
H -0.621 9.231 -4.303
H -2.260 2.093 -1.571
H 1.267 3.875 0.167
H -2.386 0.432 0.337
H 1.187 2.252 2.078
C 2.408 -2.693 2.444
C 3.326 -3.582 1.592
H 1.453 -3.194 2.699
H 2.902 -2.479 3.408
H 3.608 -4.498 2.135
H 2.872 -3.904 0.643
H 4.253 -3.030 1.381
C 1.806 -1.217 -0.100
C 2.819 -0.511 -0.993
H 0.794 -0.860 -0.345
H 1.792 -2.295 -0.297
H 2.575 -0.682 -2.048
H 2.835 0.573 -0.845
H 3.829 -0.894 -0.831
C 3.426 0.132 2.030
C 4.819 -0.500 1.983
H 3.258 0.554 3.036
H 3.348 0.993 1.346
H 5.602 0.251 2.156
H 4.917 -1.251 2.773
H 5.036 -0.972 1.020
Br -1.721 -1.303 2.578
P -2.574 -3.382 -1.524
C -0.747 -3.504 -1.409
C -0.277 -4.951 -1.613
H -0.438 -3.105 -0.431
H -0.328 -2.865 -2.200
H 0.789 -4.986 -1.876
H -0.419 -5.561 -0.712
H -0.832 -5.432 -2.429
C -3.093 -3.280 0.232
C -4.529 -3.755 0.474
H -3.006 -2.205 0.428
H -2.394 -3.805 0.903
H -4.727 -3.893 1.548
H -5.241 -3.012 0.090
H -4.726 -4.712 -0.028
C -2.843 -1.679 -2.201
C -3.091 -1.731 -3.717
H -1.967 -1.056 -1.962
H -3.719 -1.244 -1.697
H -3.535 -0.800 -4.087
H -2.161 -1.892 -4.274
H -3.778 -2.546 -3.976
N -0.972 0.095 6.214
C 0.249 0.375 5.705
N 1.259 0.537 6.560
O 0.446 0.483 4.452
H -1.065 0.137 7.219
H -1.777 -0.024 5.593
H 2.212 0.654 6.220
H 1.064 0.460 7.554
*
```

---

# 5
The following is a quantum chemistry calculation of C22H26Br2MnN6O3 as an isolated structure in a non-equilibrium geometry, from the Open Molecules 2025 dataset.

Computed properties:
- energy relative to the best compared isomer or geometry (same formula, charge and spin) (kJ/mol) = 77.65
- gap between HOMO and LUMO (spin up / spin down) (eV) = 6.184 / 7.392
- electronic energy (Eh) = -7706.32943
- molar mass (g/mol) = 637.24

```
! RIJCOSX wB97M-V def2-TZVPD def2/J DEFGRID3
* xyz 3 5
Mn -0.273 -0.530 0.397
O 5.485 0.856 2.116
C 4.228 0.659 1.741
C 3.641 1.026 0.528
C 2.384 0.615 0.198
N 1.638 -0.084 1.095
C 2.226 -0.448 2.288
Br 1.275 -1.565 3.369
C 3.521 -0.122 2.653
H 5.953 1.459 1.496
H 4.174 1.568 -0.224
H 1.883 1.011 -0.686
H 3.934 -0.360 3.673
C -0.945 2.007 -2.767
N -1.468 2.609 -1.556
C -2.314 3.796 -1.746
C -2.784 4.426 -0.516
C -1.653 4.475 0.522
N -1.206 3.143 0.779
C -0.554 2.826 2.012
C -1.069 2.349 -0.330
O -0.410 1.239 -0.166
H -0.296 1.108 -2.630
H -0.472 2.845 -3.336
H -1.676 1.676 -3.472
H -3.036 3.600 -2.533
H -1.683 4.510 -2.311
H -3.591 3.852 -0.092
H -3.340 5.364 -0.840
H -2.123 4.882 1.369
H -0.903 5.156 0.068
H -0.875 3.510 2.790
H 0.545 2.856 1.945
H -0.853 1.846 2.275
N 4.360 -4.706 -0.428
C 3.734 -3.557 -0.146
O 4.248 -2.456 -0.119
C 2.242 -3.691 0.161
C 1.588 -4.799 0.724
C 0.265 -4.724 1.035
C -0.354 -3.541 0.733
N 0.296 -2.453 0.266
C 1.554 -2.540 -0.091
H 5.277 -4.701 -0.793
H 3.927 -5.569 -0.636
H 2.213 -5.716 1.002
H -0.291 -5.537 1.375
H -1.390 -3.470 0.987
H 2.073 -1.684 -0.527
Br -2.597 -0.803 2.065
C -3.139 -0.927 0.217
C -4.418 -0.991 -0.144
C -4.704 -1.198 -1.484
C -3.624 -1.434 -2.376
C -2.323 -1.277 -1.889
N -2.077 -0.965 -0.600
H -5.246 -0.946 0.556
H -5.696 -1.280 -1.925
H -3.708 -1.696 -3.438
H -1.573 -1.500 -2.632
*
```

---

# 6
The following is a quantum chemistry calculation of C40H45NO3PbTe as an isolated structure, from the Open Molecules 2025 dataset.

Computed properties:
- energy relative to the best compared isomer or geometry (same formula, charge and spin) (kJ/mol) = 231.00
- gap between HOMO and LUMO (eV) = 5.865
- electronic energy (Eh) = -2292.01632
- molar mass (g/mol) = 922.60

```
! RIJCOSX wB97M-V def2-TZVPD def2/J DEFGRID3
* xyz 2 1
Pb 0.287 0.044 -0.724
C -3.322 2.789 -1.905
C -3.023 1.304 -1.922
C -3.504 0.470 -0.904
C -4.357 1.048 0.204
C -3.269 -0.913 -0.967
C -3.774 -1.819 0.134
C -2.603 -1.459 -2.073
C -2.549 -2.957 -2.267
C -2.044 -0.612 -3.034
C -1.194 -1.198 -4.139
C -2.283 0.768 -2.984
C -1.820 1.668 -4.109
H -3.569 3.154 -0.908
H -4.180 3.019 -2.541
H -2.485 3.374 -2.288
H -4.953 0.284 0.694
H -5.055 1.786 -0.187
H -3.763 1.543 0.980
H -3.650 -1.361 1.115
H -3.249 -2.772 0.144
H -4.837 -2.044 0.016
H -1.749 -3.427 -1.696
H -2.404 -3.216 -3.312
H -3.486 -3.415 -1.955
H -1.800 -1.518 -4.991
H -0.641 -2.071 -3.789
H -0.470 -0.475 -4.513
H -0.850 2.136 -3.902
H -2.531 2.472 -4.283
H -1.730 1.124 -5.045
N -0.692 2.239 0.313
C 0.152 3.376 0.539
C -0.230 4.620 0.057
C 0.577 5.729 0.250
C 1.773 5.599 0.940
C 2.148 4.358 1.423
C 1.353 3.227 1.229
C 1.859 1.929 1.766
C 2.367 1.945 3.083
C 2.995 0.860 3.717
C 3.169 -0.282 3.012
C 2.745 -0.311 1.600
C 1.846 0.729 1.069
H -1.538 2.506 -0.175
H -0.975 1.812 1.193
H -1.173 4.722 -0.466
H 0.264 6.693 -0.126
H 2.410 6.458 1.099
H 3.099 4.257 1.934
H 2.223 2.853 3.661
H 3.315 0.942 4.746
H 3.720 -1.130 3.400
H 3.695 -0.062 1.072
O -0.048 -2.674 0.064
C 0.885 -3.392 0.896
C 1.414 -2.226 1.739
O 0.892 -1.763 2.714
O 2.445 -1.610 1.112
C 1.943 -4.009 -0.002
C 1.639 -4.322 -1.320
C 2.584 -4.940 -2.129
C 3.836 -5.254 -1.623
C 4.138 -4.952 -0.302
C 3.197 -4.333 0.504
C 0.192 -4.439 1.749
C -0.979 -5.042 1.308
C -1.582 -6.036 2.069
C -1.013 -6.437 3.266
C 0.164 -5.845 3.702
C 0.764 -4.851 2.948
H -0.900 -2.664 0.531
H 0.656 -4.099 -1.715
H 2.333 -5.192 -3.151
H 4.568 -5.749 -2.247
H 5.110 -5.203 0.103
H 3.449 -4.111 1.535
H -1.416 -4.775 0.355
H -2.492 -6.502 1.714
H -1.481 -7.214 3.855
H 0.614 -6.156 4.636
H 1.680 -4.394 3.305
C 3.895 1.247 -2.237
Te 2.882 -0.638 -2.307
C 2.458 -0.469 -4.387
H 4.934 1.085 -2.508
H 3.832 1.664 -1.235
H 3.421 1.921 -2.946
H 1.843 0.408 -4.568
H 1.950 -1.371 -4.716
H 3.414 -0.377 -4.896
*
```

---

# 7
The following is a quantum chemistry calculation of one molecule with the formula C3H4BrClN2O in a non-equilibrium geometry, from the Open Molecules 2025 dataset.

Computed properties:
- energy relative to the best compared isomer or geometry (same formula, charge and spin) (kJ/mol) = 0.00
- gap between HOMO and LUMO (spin up / spin down) (eV) = 6.263 / 6.246
- electronic energy (Eh) = -3335.45373
- molar mass (g/mol) = 199.44

```
! RIJCOSX wB97M-V def2-TZVPD def2/J DEFGRID3
* xyz 0 3
C 1.070 0.248 0.838
C -0.378 -0.382 1.007
C -0.606 -0.493 -1.359
N 1.154 0.895 -0.342
N -1.144 -0.270 -0.213
O 1.789 0.177 1.811
Cl 2.714 1.405 -0.886
Br -2.562 1.071 -0.134
H -0.298 -1.405 1.226
H -0.783 0.242 1.716
H -1.227 -0.237 -2.160
H 0.271 -1.250 -1.503
*
```

---

# 8
The following is a quantum chemistry calculation of C2H8N3O3 as an isolated structure in a non-equilibrium geometry, from the Open Molecules 2025 dataset.

Computed properties:
- energy relative to the best compared isomer or geometry (same formula, charge and spin) (kJ/mol) = 42.00
- gap between HOMO and LUMO (spin up / spin down) (eV) = 6.477 / 5.756
- electronic energy (Eh) = -470.48416
- molar mass (g/mol) = 122.10

```
! RIJCOSX wB97M-V def2-TZVPD def2/J DEFGRID3
* xyz 1 3
C -0.847 -0.397 -0.397
C 0.333 -0.617 0.726
N 0.232 0.065 1.876
N -2.258 1.218 -1.259
N 1.791 0.196 -0.308
O -1.258 -1.368 -0.933
O 0.743 -1.859 0.816
O -1.162 0.933 -0.433
H 0.739 -0.176 2.619
H -0.240 0.959 1.990
H -2.783 0.384 -1.200
H -2.077 1.615 -2.143
H 2.152 0.010 -1.336
H 2.667 0.245 0.229
H 1.511 1.207 -0.292
H 0.458 -2.415 0.042
*
```

---

# 9
The following is a quantum chemistry calculation of a 7-piece molecular cluster, C6H24ClO6 overall, from the Open Molecules 2025 dataset.

Computed properties:
- energy relative to the best compared isomer or geometry (same formula, charge and spin) (kJ/mol) = 0.00
- gap between HOMO and LUMO (eV) = 9.871
- electronic energy (Eh) = -1154.66676
- molar mass (g/mol) = 227.71

```
! RIJCOSX wB97M-V def2-TZVPD def2/J DEFGRID3
* xyz -1 1
Cl 8.570 -9.138 18.484
C 8.088 -11.392 14.923
O 7.408 -11.261 16.151
H 9.177 -11.386 15.045
H 7.787 -12.338 14.470
H 7.830 -10.590 14.218
H 7.878 -10.594 16.669
C 10.635 -7.954 15.382
O 9.288 -8.353 15.507
H 11.325 -8.682 15.821
H 10.858 -7.854 14.319
H 10.829 -6.975 15.844
H 9.090 -8.412 16.460
C 11.303 -11.414 17.472
O 11.114 -11.040 18.817
H 12.372 -11.373 17.240
H 10.974 -12.447 17.279
H 10.771 -10.748 16.788
H 10.270 -10.561 18.855
C 5.800 -10.828 20.639
O 6.125 -11.259 19.333
H 5.674 -9.744 20.690
H 4.878 -11.332 20.931
H 6.566 -11.116 21.377
H 6.908 -10.760 19.063
C 5.379 -8.501 16.245
O 5.493 -8.292 17.647
H 4.889 -7.629 15.805
H 6.357 -8.622 15.775
H 4.789 -9.399 16.047
H 6.387 -8.545 17.902
C 9.053 -5.827 20.404
O 8.107 -6.834 20.678
H 9.559 -5.548 21.334
H 9.800 -6.166 19.681
H 8.566 -4.930 20.001
H 8.176 -7.494 19.970
*
```

---

# 10
The following is a quantum chemistry calculation of a 3-piece molecular cluster, C22H26BrF2NO8 overall in a non-equilibrium geometry, from the Open Molecules 2025 dataset.

Computed properties:
- gap between HOMO and LUMO (eV) = 8.370
- electronic energy (Eh) = -4284.13840
- molar mass (g/mol) = 550.35

```
! RIJCOSX wB97M-V def2-TZVPD def2/J DEFGRID3
* xyz 0 1
C 6.391 1.694 0.974
C 6.048 2.363 -0.481
C 5.592 1.111 -1.415
C 5.228 1.534 -2.921
C 4.488 2.985 -2.936
N 4.401 0.541 -3.671
C 4.656 -0.895 -3.415
O 5.581 -1.517 -3.974
C 3.534 -1.335 -2.374
C 3.443 -2.504 -1.376
C 2.148 -2.545 -0.484
C 1.063 -1.427 -0.636
C -0.275 -1.374 0.279
C -0.323 0.148 0.876
C -0.813 0.201 2.408
Br 0.705 -0.385 3.574
C 1.176 -0.262 -1.689
C 2.447 -0.236 -2.560
C 2.945 0.747 -3.713
O 2.225 1.444 -4.454
H 5.432 1.704 1.612
H 6.630 0.574 0.812
H 7.255 2.269 1.443
H 5.175 3.081 -0.296
H 6.993 2.874 -0.866
H 6.382 0.273 -1.419
H 4.632 0.707 -0.907
H 6.225 1.712 -3.479
H 3.656 2.958 -2.146
H 5.202 3.831 -2.641
H 4.067 3.238 -3.968
H 4.284 -3.265 -1.303
H 2.000 -3.378 0.295
H -1.223 -1.568 -0.338
H -0.195 -2.056 1.194
H 0.775 0.511 0.883
H -0.903 0.865 0.204
H -0.997 1.307 2.683
H -1.753 -0.429 2.528
H 0.398 0.558 -1.810
O -4.036 1.441 2.999
C -4.330 0.943 1.952
O -5.551 1.072 1.361
C -5.451 0.454 0.085
C -4.313 -0.498 0.277
F -3.617 -0.664 -0.876
O -3.487 0.173 1.208
H -5.240 1.215 -0.672
H -6.379 -0.055 -0.179
H -4.603 -1.470 0.677
O -6.420 -2.638 0.680
C -6.999 -2.308 1.675
O -7.772 -3.144 2.419
C -8.167 -2.415 3.573
C -8.045 -0.998 3.113
F -7.701 -0.184 4.136
O -6.970 -1.047 2.195
H -7.491 -2.650 4.400
H -9.185 -2.672 3.869
H -8.937 -0.608 2.614
*
```

---

# 11
The following is a quantum chemistry calculation of an isolated ion of composition C19H22F3OSi and charge +1 in a non-equilibrium geometry, from the Open Molecules 2025 dataset.

Computed properties:
- gap between HOMO and LUMO (eV) = 6.912
- electronic energy (Eh) = -1401.30902
- molar mass (g/mol) = 351.46

```
! RIJCOSX wB97M-V def2-TZVPD def2/J DEFGRID3
* xyz 1 1
C 1.430 2.386 -0.175
C 0.211 1.578 -0.172
C 0.126 0.134 0.177
O -0.885 2.225 -0.535
Si -2.045 2.850 0.602
C -1.775 4.661 0.942
C -3.589 2.646 -0.405
C -1.938 1.871 2.177
H 2.353 1.809 -0.265
H 1.381 3.105 -1.008
H 1.451 2.926 0.788
H -0.945 -0.108 0.323
H 0.607 0.038 1.166
H -2.598 4.991 1.596
H -0.828 4.874 1.454
H -1.817 5.253 0.018
H -4.468 2.805 0.235
H -3.604 3.396 -1.210
H -3.655 1.649 -0.860
H -2.844 2.074 2.764
H -1.878 0.787 2.029
H -1.079 2.178 2.789
F 3.350 -3.532 2.409
C 3.336 -2.577 1.416
C 4.419 -1.708 1.323
C 4.379 -0.801 0.266
F 5.462 0.032 0.074
C 3.267 -0.652 -0.566
C 2.099 -1.377 -0.268
C 0.745 -0.837 -0.785
C -0.246 -1.963 -1.123
C -0.772 -2.043 -2.415
C -1.611 -3.105 -2.756
C -1.952 -4.069 -1.805
C -1.463 -3.915 -0.514
F -1.651 -4.919 0.404
C -0.709 -2.808 -0.120
C 2.212 -2.480 0.591
H 5.285 -1.792 1.978
H 3.292 0.025 -1.424
H 0.955 -0.298 -1.719
H -0.497 -1.274 -3.140
H -1.992 -3.174 -3.769
H -2.526 -4.956 -2.065
H -0.438 -2.658 0.927
H 1.446 -3.248 0.652
*
```